Entry from the OMol25 dataset: a 7-piece molecular cluster, C42H78BBrF3N4O20S overall in a non-equilibrium geometry (the ωB97M-V functional and the def2-TZVPD basis).

Last column: Mulliken charge in e.
Element x y z (Å)
H  -1.11  -3.30  -0.62  0.165
H  0.11  -9.48  9.87  0.220
H  -0.68  -5.02  6.90  0.193
H  1.16  -5.71  -5.71  0.333
C  -5.59  -1.09  -3.51  0.085
O  -0.50  1.19  5.59  -0.529
H  2.60  6.70  0.68  0.297
H  0.82  2.21  7.67  0.283
H  2.30  -0.25  -0.57  0.418
C  -0.14  -3.52  -3.92  -0.799
C  3.75  2.56  1.92  -0.617
O  -9.39  -0.53  -6.13  -0.245
H  4.34  4.91  0.55  0.277
H  -5.93  -3.62  -5.66  0.036
H  3.42  0.32  2.38  0.233
C  1.69  -5.16  -4.87  -1.086
H  -12.55  1.55  -6.91  0.292
O  -1.69  -6.23  9.50  -0.533
H  3.06  4.17  3.35  0.256
H  2.08  4.12  1.73  0.257
H  0.28  -4.83  1.21  -0.161
H  10.71  6.94  -1.64  0.338
C  -6.69  -3.74  -6.44  -0.364
H  2.60  1.50  3.65  0.291
C  3.36  9.88  -3.16  -0.536
H  9.23  7.85  -1.99  0.172
H  -1.77  -4.17  11.19  0.283
O  -1.15  1.55  7.74  -0.335
C  3.30  6.62  1.59  -0.719
H  -0.02  0.71  -3.38  0.273
H  -1.30  -8.82  9.01  0.280
O  -1.38  -4.54  3.27  -0.569
C  3.11  4.01  2.22  -0.472
O  -6.25  -7.08  -7.35  -0.317
H  2.48  10.45  -3.59  0.326
H  0.28  -7.96  8.98  0.274
C  -2.37  -4.92  11.71  -0.608
H  -2.54  -4.58  12.73  0.221
C  -4.42  -1.92  -3.25  0.177
N  5.08  9.12  -1.56  0.264
C  4.00  10.09  -1.75  -0.210
O  0.33  -6.00  2.92  -0.370
H  6.51  7.49  1.11  0.243
H  -3.49  -2.72  -1.00  0.488
H  0.69  -0.24  3.12  0.520
H  2.09  -4.18  -5.32  0.298
H  -0.89  -6.20  1.25  0.311
H  -7.62  -3.30  -6.07  0.244
H  -2.58  -0.12  4.57  0.295
C  -1.41  -6.71  10.57  0.800
C  4.33  7.86  1.59  -0.582
C  -3.11  -1.24  -2.63  -0.061
F  -5.74  -0.55  -4.84  -0.201
C  0.70  -0.08  1.98  -0.655
O  0.32  1.23  -2.61  -0.608
H  -1.27  -3.66  -3.91  0.144
H  -3.06  -1.52  5.55  0.254
Br  1.89  -4.72  -2.01  -0.115
C  -10.16  0.52  -6.49  0.706
H  2.63  -5.74  -4.53  0.320
H  -11.51  1.82  -8.35  0.291
C  -12.04  1.07  -7.75  -0.625
H  6.97  9.20  -0.43  0.207
N  0.22  -0.90  -1.08  1.119
C  4.17  8.71  -3.79  -0.452
H  0.84  -6.50  1.01  0.269
H  2.72  -1.75  -2.78  0.203
H  -1.35  -1.30  5.15  0.095
H  -2.06  -5.06  5.79  0.288
C  1.23  -1.37  1.17  -0.455
H  -0.39  0.11  1.67  0.126
C  -2.61  -2.05  -1.33  -0.370
H  -0.25  3.02  8.82  0.218
C  0.70  -4.87  -3.60  0.055
H  -12.78  0.59  -8.38  0.224
H  -2.45  -1.29  -0.47  0.249
B  -0.17  0.49  -1.44  0.617
C  9.71  6.87  -2.06  -0.693
H  0.84  2.14  2.04  0.231
C  5.84  9.09  -0.27  -0.866
H  8.94  2.10  -1.51  0.295
H  5.47  9.99  0.35  0.347
C  -0.51  -5.27  3.68  0.839
O  -1.68  -6.17  11.77  -0.313
C  -0.19  2.60  7.82  -0.606
H  -0.41  3.38  7.10  0.281
H  1.78  1.46  0.60  0.027
C  5.25  8.28  -2.74  -0.293
O  -0.20  -5.49  4.97  -0.341
H  -8.66  0.24  -4.34  0.306
H  0.12  -3.26  -5.02  0.555
H  6.04  7.47  -2.84  0.314
C  1.53  -1.07  -0.40  -0.553
O  -9.99  1.67  -6.16  -0.531
H  -7.75  -1.10  -5.06  -0.260
H  -6.40  -3.23  -7.35  0.322
H  8.18  2.04  0.09  0.174
O  8.91  5.95  -1.32  -0.191
C  -5.88  -5.80  -7.15  0.749
O  -2.13  -0.03  6.60  -0.316
F  -6.54  -0.86  -2.46  -0.196
H  5.35  6.84  -0.19  0.088
C  -1.19  0.93  6.54  0.787
H  0.05  -5.80  -3.48  0.451
H  -4.85  -7.57  -8.81  0.290
H  -2.31  -1.01  -3.41  0.256
C  1.51  1.28  1.69  -0.449
N  0.35  -2.35  -3.11  0.779
C  9.38  4.69  -1.33  0.687
H  4.84  2.46  2.26  0.416
H  9.75  6.59  -3.12  0.328
H  -7.62  0.51  -5.78  0.362
O  -4.78  -5.34  -7.35  -0.549
O  -0.76  -7.87  10.78  -0.304
O  -6.94  -5.12  -6.69  -0.322
H  9.90  2.45  -0.04  0.299
C  -8.30  -0.19  -5.28  -0.208
H  2.01  -2.05  -0.80  0.144
C  -1.02  -4.77  5.89  -0.324
C  0.12  -5.86  1.52  -0.145
H  3.73  8.81  1.34  0.305
H  -1.95  1.21  -1.12  0.262
F  -4.36  -3.33  -3.50  -0.296
C  4.05  5.20  1.63  -0.453
H  5.01  5.30  2.25  0.235
C  8.92  2.56  -0.52  -0.632
C  2.89  1.34  2.55  -0.452
H  -5.62  -8.92  -7.96  0.226
O  10.38  4.31  -1.89  -0.541
C  -0.41  -8.56  9.58  -0.601
H  -0.90  -3.69  5.75  0.052
H  3.68  10.89  -0.98  0.276
C  -0.21  -1.97  -1.94  -1.648
H  4.79  7.95  2.64  0.295
O  -1.10  1.23  -0.60  -0.618
C  -2.28  -0.78  5.39  -0.442
O  8.55  3.93  -0.60  -0.237
C  5.53  7.72  0.54  0.022
H  2.64  6.74  2.53  0.294
H  -3.47  -0.20  -2.24  0.258
S  1.73  -1.51  -3.76  -0.084
H  4.04  8.23  -4.81  0.314
O  -11.14  0.06  -7.29  -0.317
H  -3.34  -5.04  11.22  0.282
H  -4.38  -7.97  -7.12  0.282
N  -1.35  -2.82  -1.51  0.124
C  -5.20  -7.92  -7.83  -0.620
H  0.40  -2.18  1.23  -0.015
H  2.16  -1.86  1.63  0.447
H  3.74  2.40  0.78  0.176

LUMO ... -4.70 eV
Net charge ... +1
Maximum force ... 5.3 eV Å⁻¹

Entry from the OMol25 dataset: C42H78InN2O2 as an isolated structure in a non-equilibrium geometry (the ωB97M-V functional and the def2-TZVPD basis).

Last column: Mulliken charge in e.
Element x y z (Å)
H  2.35  2.27  -0.40  0.070
H  6.72  -4.04  -5.47  0.323
H  -3.14  -0.30  6.32  0.324
H  -4.23  -2.40  5.86  0.387
C  2.36  0.91  -4.45  0.973
H  5.72  -1.13  -3.15  -0.099
H  -6.27  1.16  7.85  0.461
In  -0.94  -0.62  -3.52  0.944
C  6.69  -3.74  -4.38  -1.215
C  3.30  -4.89  -4.60  -0.587
C  5.25  -2.10  -2.73  -0.164
H  0.81  1.54  -0.83  0.183
C  2.15  3.95  4.47  -1.893
H  6.58  0.94  -2.15  0.305
H  -0.20  -3.42  -1.41  0.190
H  -4.01  -1.81  -4.34  0.238
H  2.09  -3.06  -2.54  -0.686
C  0.93  2.04  1.29  2.048
H  -4.21  1.93  8.05  0.430
C  -5.32  0.21  3.79  1.951
H  5.48  0.92  -4.15  0.268
H  2.62  0.66  1.37  -0.026
O  2.61  3.52  1.82  -0.586
H  -2.64  1.83  -1.80  0.214
C  -6.86  0.11  3.76  -1.732
H  7.44  -2.87  -4.25  0.333
H  4.88  -0.40  -0.48  0.101
C  -0.82  -2.81  -4.22  -1.429
C  1.38  -3.84  -3.01  1.791
H  0.71  -4.19  -5.15  0.210
H  -6.60  -1.16  -3.78  0.285
C  -4.87  1.02  6.17  1.854
C  -6.07  0.73  -2.53  -0.420
H  -6.88  1.88  6.37  0.380
C  1.27  2.30  -0.20  -1.613
H  2.03  -0.57  3.35  0.444
C  -3.47  1.20  -2.24  -0.182
H  1.24  2.46  -5.65  0.378
H  5.93  -2.42  -1.86  0.357
H  1.73  4.94  4.27  0.454
H  3.92  1.72  -5.81  0.260
H  1.31  -2.49  -4.80  -0.301
H  -5.83  -1.69  5.93  0.316
H  -6.85  0.12  6.60  0.347
H  -5.14  2.54  -1.32  0.325
H  1.08  -0.13  1.09  0.440
H  6.32  2.45  -1.00  0.360
C  -0.61  1.94  1.27  -1.573
H  3.03  -5.35  -2.44  0.323
C  4.48  1.69  -2.20  0.200
H  3.46  -2.58  -5.08  0.225
H  -3.05  2.15  6.76  0.214
H  6.99  -4.58  -3.66  0.271
C  0.37  -4.32  -1.86  -1.431
H  2.08  3.76  5.54  0.410
H  3.13  1.54  3.80  0.365
C  1.47  0.35  3.15  -0.563
H  0.97  -4.76  -0.98  0.396
H  -1.10  1.33  -5.54  0.325
H  5.24  0.95  0.71  0.177
H  -7.30  1.03  3.36  0.377
C  -4.95  1.61  -1.94  -0.488
C  0.97  1.69  -4.83  -0.632
C  3.56  1.95  -4.73  -0.920
C  -4.28  -0.91  -3.70  -0.331
H  -4.34  -0.58  7.55  0.360
N  -4.90  1.32  4.71  0.069
C  5.26  -3.15  -3.95  0.614
C  5.89  1.47  -1.40  -0.614
H  1.73  -6.08  -3.51  0.289
H  0.09  -0.02  -6.12  0.239
H  -7.18  -0.72  3.12  0.415
H  -0.38  -5.11  -2.18  0.315
C  1.56  0.68  1.66  -0.821
C  1.41  2.85  3.67  1.971
H  -0.60  3.72  3.87  0.396
H  -0.94  1.12  0.64  0.353
H  3.83  0.79  -1.92  -0.128
H  -5.34  1.45  1.97  0.505
H  2.24  0.62  -3.35  -0.298
C  2.05  1.49  3.98  -1.330
H  -5.41  -0.29  1.66  0.408
C  -4.22  -0.34  6.49  -1.232
H  5.48  2.73  -3.90  0.257
C  5.65  0.40  -0.20  -0.775
C  -0.02  2.88  4.27  -1.824
H  -7.15  0.99  -2.33  0.267
H  3.18  3.04  -4.79  0.343
C  -5.74  -0.53  -3.39  -0.434
C  -4.13  2.12  6.98  -1.723
C  -4.69  -1.15  4.17  -1.217
H  0.01  3.00  5.36  0.485
H  -3.63  -1.16  3.89  0.313
H  2.77  -5.10  -5.59  0.294
H  -5.17  -1.96  3.59  0.427
H  -0.58  1.96  4.11  0.183
H  6.63  -0.16  0.02  0.343
C  -6.30  1.05  6.76  -1.857
H  -1.05  2.86  0.87  0.498
C  -3.12  -0.04  -3.12  0.081
C  -4.79  -1.48  5.65  -0.495
N  1.36  3.15  2.20  0.359
O  -3.65  1.69  4.34  -0.364
H  -1.06  1.76  2.24  -0.048
H  -1.26  -2.78  -5.29  0.337
H  1.94  1.25  5.04  0.377
H  0.44  0.15  3.43  0.184
H  0.00  -0.34  -2.00  -0.530
H  3.22  3.98  4.24  0.371
H  2.41  -0.04  -5.06  -0.063
H  4.16  -5.66  -4.52  0.392
C  2.33  -5.12  -3.33  -1.030
H  -1.52  -3.49  -3.63  0.263
H  0.89  3.27  -0.53  0.571
H  4.03  2.69  -1.83  0.430
C  -0.20  0.68  -5.24  -1.150
H  -3.89  0.45  2.11  0.153
H  -7.32  -0.07  4.73  0.320
C  4.83  1.78  -3.76  -0.794
H  -4.55  3.10  6.78  0.452
H  0.72  2.32  -3.90  0.123
C  0.68  -3.35  -4.37  0.085
C  -4.96  0.48  2.30  -1.848
C  4.01  -3.45  -4.58  -0.422
H  4.19  -1.84  -2.38  -0.199

LUMO (spin up / spin down) ... 2.05 / 1.37 eV
ΔE to the lowest compared entry with this formula, charge and spin ... 0.0 kcal/mol
Net charge ... -1
Maximum force ... 4.4 eV Å⁻¹
Multiplicity ... 3